No. 1
Formula: C26H29N3O3
Source: OMol25
Level of theory: ωB97M-V with the def2-TZVPD basis set

```
61
C26H29N3O3 ωB97M-V with the def2-TZVPD basis set
C 1.622 4.092 0.479
C 2.490 2.822 0.626
C 3.871 2.866 0.413
C 4.459 1.553 0.538
C 3.750 0.238 0.725
C 2.302 0.385 1.179
C 1.586 1.539 1.166
H 0.591 1.721 1.060
H 1.779 -0.404 1.313
N 4.441 -0.874 0.921
C 3.940 -1.706 0.225
O 4.374 -2.919 0.250
C 2.953 -1.801 -0.914
C 3.097 -0.510 -1.698
C 2.042 -0.326 -2.743
C 0.805 -1.078 -2.467
C 0.798 -2.273 -1.655
C 1.746 -2.453 -0.740
H 1.795 -3.112 -0.188
H -0.163 -2.671 -1.583
C -0.329 -0.661 -3.571
N -1.628 -0.367 -2.569
C -1.593 0.691 -1.804
C -2.529 0.999 -0.661
N -3.643 0.695 -0.599
C -4.201 -0.670 -0.802
H -3.933 -1.134 -1.797
C -3.975 -1.656 0.177
H -4.595 -2.767 -0.003
C -4.473 -1.443 1.670
C -4.202 -2.378 2.579
H -4.616 -2.220 3.481
H -4.660 -3.384 2.368
H -3.164 -2.788 2.686
C -3.887 -0.143 1.998
H -4.206 0.467 2.989
C -4.081 1.001 0.758
H -3.589 1.939 1.448
H -5.200 1.243 0.871
H -2.892 -0.092 2.199
H -5.512 -1.333 1.707
H -3.077 -1.942 0.491
H -5.461 -0.546 -0.809
C -1.691 1.982 -0.470
O -1.761 2.996 0.332
C -0.597 1.705 -1.680
O 0.276 2.154 -2.196
H -1.858 -1.459 -2.424
H -0.023 0.375 -4.089
H -0.607 -1.360 -4.183
H 2.181 0.561 -3.354
H 4.009 0.027 -1.815
C 5.694 -0.902 1.757
H 5.272 -0.722 2.951
H 5.904 -2.084 1.997
H 6.407 -0.275 1.742
H 5.446 1.498 0.319
H 4.168 3.680 0.225
H 1.248 4.192 -0.617
H 0.842 4.130 1.327
H 2.256 4.899 0.464
```

As for the multiplicity: 1. The value obtained for the energy relative to the best compared isomer or geometry (same formula, charge and spin) is 24.118 eV. The calculation puts the total energy at -38022.7235 eV.

=====

No. 2
Formula: C3H5NO
Source: OMol25
Level of theory: ωB97M-V with the def2-TZVPD basis set

```
10
C3H5NO ωB97M-V with the def2-TZVPD basis set
C 1.436 0.002 -0.237
N 0.942 1.040 0.299
C -0.537 0.775 0.200
C -0.637 -0.721 0.078
O 0.588 -1.035 -0.602
H 2.482 -0.216 -0.478
H -0.848 1.200 -0.764
H -1.212 1.154 0.977
H -0.686 -1.282 1.025
H -1.544 -0.898 -0.498
```

As for the multiplicity: 1. The value obtained for the energy relative to the best compared isomer or geometry (same formula, charge and spin) is 0.870 eV. The calculation puts the total energy at -6728.7023 eV. The SMILES is C1=NCCO1.

=====

Results for max |F|: 18.2 0.9 (in eV/Å, following the order of the records).